Version i
C4H13N3 in the gas phase. Source: OMol25; level of theory: the ωB97M-V functional and the def2-TZVPD basis.

Computed properties:
Net charge: 0
Structure (SMILES): NCC[C@@H](N)CN
Highest occupied orbital energy: -8.648 eV

Each atom is followed by the atoms it is bonded to, with distances in Å.
Positions of all 20 atoms, in Å:
1 N -0.7513 1.8352 0.3127  C7 1.455, H8 1.062, H11 1.061
2 N 0.3157 0.6285 2.6381  C5 1.636, H14 1.035, H18 1.043
3 N 0.3015 -2.2841 -1.3285  C4 1.488, H12 1.063, H17 1.054
4 C 0.5076 -0.9252 -1.8979  N3 1.488, C6 1.499, H9 1.116, H19 1.175
5 C -0.1678 -0.0854 1.2480  N2 1.636, C7 1.476, H13 1.185, H20 1.113
6 C -0.3419 0.1270 -1.2505  C4 1.499, C7 1.446, H15 1.131, H16 1.075
7 C 0.0854 0.6835 0.0140  N1 1.455, C5 1.476, C6 1.446, H10 1.178
8 H -0.4800 2.2372 1.2578  N1 1.062
9 H 0.0996 -1.0287 -2.9315  C4 1.116
10 H 1.1364 1.2158 0.0382  C7 1.178
11 H -0.8602 2.5577 -0.4560  N1 1.061
12 H 1.1976 -2.6753 -0.9109  N3 1.063
13 H -1.3481 -0.1407 1.3371  C5 1.185
14 H 1.3162 0.7834 2.8515  N2 1.035
15 H -1.3645 -0.3128 -1.4490  C6 1.131
16 H -0.4549 0.9512 -1.9314  C6 1.075
17 H -0.4699 -2.1432 -0.6244  N3 1.054
18 H -0.2093 0.2249 3.4444  N2 1.043
19 H 1.6377 -0.6046 -1.8875  C4 1.175
20 H 0.2387 -1.1214 1.2237  C5 1.113

---

Version ii
A 2-piece molecular cluster, C4H13N3 overall. Source: OMol25; level of theory: the ωB97M-V functional and the def2-TZVPD basis.

Computed properties:
Net charge: 0
Highest occupied orbital energy: -6.899 eV

Each atom is followed by the atoms it is bonded to, with distances in Å.
Positions of all 20 atoms, in Å:
1 N 2.8106 -0.7138 0.5850  C6 1.545, H20 1.023
2 N -0.3483 1.4243 0.2091  C7 1.441, H17 0.980, H19 0.998
3 N -2.1281 -0.2549 -0.6799  C5 1.445, H11 1.039
4 C 0.8497 0.0498 -1.4688  C7 1.551, H8 1.110, H14 1.097, H18 1.094
5 C -2.1827 -1.1061 0.4862  N3 1.445, H10 1.088, H12 1.097, H16 1.126
6 C 1.4147 -0.2180 1.0256  N1 1.545, C7 1.551, H13 1.091, H15 1.078
7 C 0.8840 0.7337 -0.0776  N2 1.441, C4 1.551, C6 1.551, H9 1.127
8 H -0.0068 -0.6398 -1.6162  C4 1.110
9 H 1.6975 1.5127 -0.0547  C7 1.127
10 H -3.1639 -1.5572 0.3566  C5 1.088
11 H -3.0946 0.0482 -0.9104  N3 1.039
12 H -1.3648 -1.8046 0.7036  C5 1.097
13 H 1.5417 0.4363 1.8892  C6 1.091
14 H 0.7784 0.8857 -2.1757  C4 1.097
15 H 0.9045 -1.1211 1.3202  C6 1.078
16 H -2.2381 -0.5123 1.4414  C5 1.126
17 H -0.4482 2.3294 -0.1524  N2 0.980
18 H 1.8173 -0.4409 -1.6095  C4 1.094
19 H -1.1279 0.8484 -0.0306  N2 0.998
20 H 3.4049 0.1003 0.7588  N1 1.023

---

Version iii
C4H13N3 in the gas phase. Source: OMol25; level of theory: the ωB97M-V functional and the def2-TZVPD basis.

Computed properties:
Net charge: 0
Structure (SMILES): CNN(C)N(C)C
Highest occupied orbital energy: -8.467 eV

Each atom is followed by the atoms it is bonded to, with distances in Å.
Positions of all 20 atoms, in Å:
1 N 1.1628 0.0689 0.2927  N3 1.454, C5 1.392, C7 1.475
2 N -0.9322 -0.3045 -0.5230  N3 1.400, C6 1.423, H17 1.055
3 N -0.2414 0.4053 0.4660  N1 1.454, N2 1.400, C4 1.476
4 C -0.5648 1.8369 0.6245  N3 1.476, H10 1.067, H12 1.069, H20 1.186
5 C 1.3590 -1.2408 0.7210  N1 1.392, H9 1.040, H15 1.146, H16 1.143
6 C -2.1506 -0.8595 -0.0417  N2 1.423, H11 1.079, H14 1.039, H18 1.056
7 C 1.7586 0.2523 -1.0445  N1 1.475, H8 1.041, H13 1.042, H19 1.083
8 H 2.7928 0.2239 -0.9327  C7 1.041
9 H 1.0731 -1.3404 1.7161  C5 1.040
10 H -0.6752 2.3539 -0.3028  C4 1.067
11 H -2.8800 -0.0998 0.1949  C6 1.079
12 H 0.2917 2.2707 1.0936  C4 1.069
13 H 1.3955 1.1845 -1.3369  C7 1.042
14 H -1.8916 -1.4560 0.7684  C6 1.039
15 H 0.6300 -1.9525 0.1969  C5 1.146
16 H 2.4735 -1.4958 0.7165  C5 1.143
17 H -0.9780 0.3316 -1.3632  N2 1.055
18 H -2.6146 -1.5760 -0.6642  C6 1.056
19 H 1.5296 -0.3938 -1.8831  C7 1.083
20 H -1.5381 1.7912 1.3015  C4 1.186

---

Which one sits at the top of the stability order? version i does.

---

Version i
C3HCl3O in the gas phase. Source: OMol25; level of theory: the ωB97M-V functional and the def2-TZVPD basis.

Computed properties:
Net charge: 0
Structure (SMILES): O=C(Cl)/C(Cl)=C/Cl
Highest occupied orbital energy: -10.492 eV

Each atom is followed by the atoms it is bonded to, with distances in Å.
Positions of all 8 atoms, in Å:
1 Cl -2.2223 1.4460 -0.6853  C5 2.172
2 Cl 2.7143 0.4605 -0.4686  C7 1.688
3 Cl 0.6892 -2.1728 -0.1014  C6 1.702
4 O -2.0383 -0.9633 0.6592  C5 1.169
5 C -1.2190 -0.2480 0.2321  Cl1 2.172, O4 1.169, C6 1.543
6 C 0.2950 -0.5473 0.2159  Cl3 1.702, C5 1.543, C7 1.346
7 C 1.0930 0.5145 -0.0003  Cl2 1.688, C6 1.346, H8 1.085
8 H 0.6881 1.5103 0.1484  C7 1.085

---

Version ii
A 2-piece molecular cluster, C3HCl3O overall. Source: OMol25; level of theory: the ωB97M-V functional and the def2-TZVPD basis.

Computed properties:
Net charge: 0
Structure (SMILES): O=C(Cl)Cl.C#CCl
Highest occupied orbital energy: -10.020 eV

Each atom is followed by the atoms it is bonded to, with distances in Å.
Positions of all 8 atoms, in Å:
1 Cl -1.1408 -1.8953 1.1510  C6 1.637
2 Cl -0.0611 -1.7534 -2.7545  C7 1.582
3 Cl -2.3013 -0.0759 -2.6349  C7 1.568
4 O -0.2627 0.1214 -1.2975  C7 1.247
5 C -2.9530 0.1382 1.6511  C6 1.220, H8 1.062
6 C -2.2198 -0.6655 1.0989  Cl1 1.637, C5 1.220
7 C -0.8692 -0.5216 -2.1778  Cl2 1.582, Cl3 1.568, O4 1.247
8 H -3.4255 1.0800 1.7859  C5 1.062

---

Version iii
C3HCl3O in the gas phase. Source: OMol25; level of theory: the ωB97M-V functional and the def2-TZVPD basis.

Computed properties:
Net charge: 0
Highest occupied orbital energy: -8.609 eV

Each atom is followed by the atoms it is bonded to, with distances in Å.
Positions of all 8 atoms, in Å:
1 Cl 1.2002 0.1316 1.8419  C6 1.772
2 Cl -3.0725 -0.5803 -0.1683  C7 1.654
3 Cl 1.3063 2.0869 -0.7141  C5 1.604
4 O -0.6420 -0.8669 0.3227  C6 1.444, C7 1.315
5 C 0.6048 0.6676 -0.9743  Cl3 1.604, C6 1.515
6 C 0.6747 -0.2854 0.2020  Cl1 1.772, O4 1.444, C5 1.515, H8 1.207
7 C -1.5059 -0.0541 -0.2449  Cl2 1.654, O4 1.315
8 H 1.4345 -1.0993 -0.2650  C6 1.207

---

Which one sits at the top of the stability order? version i does.

---

Version i
CH4N2O in the gas phase. Source: OMol25; level of theory: the ωB97M-V functional and the def2-TZVPD basis.

Computed properties:
Net charge: 0
Structure (SMILES): NC(N)=O
Highest occupied orbital energy: -9.866 eV

Each atom is followed by the atoms it is bonded to, with distances in Å.
Positions of all 8 atoms, in Å:
1 O -1.0503 -0.7530 -0.9563  C4 1.206
2 N 0.3050 -0.8256 0.8801  C4 1.363, H7 1.007, H8 1.003
3 N 0.2500 1.1034 -0.3968  C4 1.441, H5 1.024, H6 1.025
4 C -0.2592 -0.2317 -0.2097  O1 1.206, N2 1.363, N3 1.441
5 H 0.8140 1.0897 -1.2510  N3 1.024
6 H -0.5647 1.6354 -0.7196  N3 1.025
7 H -0.0011 -1.7792 0.9848  N2 1.007
8 H 0.5061 -0.2389 1.6684  N2 1.003

---

Version ii
A 2-piece molecular cluster, CH4N2O overall. Source: OMol25; level of theory: the ωB97M-V functional and the def2-TZVPD basis.

Computed properties:
Net charge: 0
Highest occupied orbital energy (spin up / spin down): -8.962 / -8.962 eV

Each atom is followed by the atoms it is bonded to, with distances in Å.
Positions of all 8 atoms, in Å:
1 O 0.0713 0.3404 -1.5200  C4 1.333, H8 1.005
2 N 0.5657 0.6132 0.8434  N3 1.436, C4 1.377, H5 1.017
3 N 0.4428 -0.7840 0.5339  N2 1.436, C4 1.357, H7 1.018
4 C -0.1759 0.1569 -0.2229  O1 1.333, N2 1.377, N3 1.357
5 H 1.4777 1.0622 0.8171  N2 1.017
6 H -2.1014 0.3410 0.3174  no bonds
7 H -0.2064 -1.1861 1.2068  N3 1.018
8 H -0.0739 -0.5436 -1.9758  O1 1.005

---

Version iii
A 2-piece molecular cluster, CH4N2O overall. Source: OMol25; level of theory: the ωB97M-V functional and the def2-TZVPD basis.

Computed properties:
Net charge: 0
Highest occupied orbital energy: -9.847 eV

Each atom is followed by the atoms it is bonded to, with distances in Å.
Positions of all 8 atoms, in Å:
1 O 1.3289 0.4708 0.6135  C4 1.341, H5 0.990
2 N -0.0500 -0.9054 -0.8146  N3 1.502, C4 1.400, H8 0.970
3 N -0.9738 -0.4000 0.2564  N2 1.502, C4 1.443, H7 1.016
4 C 0.2333 0.2864 -0.1372  O1 1.341, N2 1.400, N3 1.443
5 H 1.0515 0.8958 1.4638  O1 0.990
6 H -0.3226 1.7130 -0.7892  no bonds
7 H -0.7571 -0.9842 1.0590  N3 1.016
8 H -0.5103 -1.0765 -1.6517  N2 0.970

---

Version iv
A 2-piece molecular cluster, CH4N2O overall. Source: OMol25; level of theory: the ωB97M-V functional and the def2-TZVPD basis.

Computed properties:
Net charge: 0
Highest occupied orbital energy (spin up / spin down): -9.542 / -8.441 eV

Each atom is followed by the atoms it is bonded to, with distances in Å.
Positions of all 8 atoms, in Å:
1 O 0.0809 0.0853 -0.5063  N3 1.315
2 N 0.5033 -1.2765 1.4444  C4 1.200
3 N 0.1251 0.5113 -1.7497  O1 1.315, H5 1.016, H6 1.016
4 C -0.2220 -0.3806 1.7775  N2 1.200, H7 1.281, H8 1.087
5 H -0.3394 -0.0878 -2.4258  N3 1.016
6 H 1.0221 0.8871 -2.0431  N3 1.016
7 H -0.5275 0.3454 0.7676  C4 1.281
8 H -0.6425 -0.0843 2.7354  C4 1.087

---

Which one sits at the top of the stability order? version i does.

---

Version i
CH4N2O in the gas phase. Source: OMol25; level of theory: the ωB97M-V functional and the def2-TZVPD basis.

Computed properties:
Net charge: 0
Structure (SMILES): [H]/N=C\NO
Highest occupied orbital energy: -9.747 eV

Each atom is followed by the atoms it is bonded to, with distances in Å.
Positions of all 8 atoms, in Å:
1 O -1.7638 0.0831 0.1544  N3 1.470, H7 1.047
2 N 1.8174 -0.0077 0.2251  C4 1.322, H5 1.038
3 N -0.4753 -0.3948 -0.3685  O1 1.470, C4 1.376, H8 0.949
4 C 0.6558 0.3831 -0.2716  N2 1.322, N3 1.376, H6 1.066
5 H 1.9692 -0.9612 0.6066  N2 1.038
6 H 0.7165 1.4464 -0.3246  C4 1.066
7 H -1.6752 0.5815 1.0710  O1 1.047
8 H -0.2305 -1.2129 0.0454  N3 0.949

---

Version ii
CH4N2O in the gas phase. Source: OMol25; level of theory: the ωB97M-V functional and the def2-TZVPD basis.

Computed properties:
Net charge: 0
Structure (SMILES): [H]/N=C/NO
Highest occupied orbital energy: -9.277 eV

Each atom is followed by the atoms it is bonded to, with distances in Å.
Positions of all 8 atoms, in Å:
1 O 1.8358 0.1662 -0.1739  N2 1.518, H6 1.026
2 N 0.4745 -0.4565 0.0764  O1 1.518, C4 1.321, H8 0.999
3 N -1.5697 -0.2219 -0.0889  C4 1.321, H7 1.101
4 C -0.4469 0.4740 -0.0991  N2 1.321, N3 1.321, H5 0.866
5 H -0.3753 1.3195 0.0760  C4 0.866
6 H 2.1774 -0.2847 0.6820  O1 1.026
7 H -2.5663 0.1899 0.1325  N3 1.101
8 H 0.4706 -1.1864 -0.6051  N2 0.999

---

Version iii
CH4N2O in the gas phase. Source: OMol25; level of theory: the ωB97M-V functional and the def2-TZVPD basis.

Computed properties:
Net charge: 0
Structure (SMILES): NC(N)=O
Highest occupied orbital energy: -9.360 eV

Each atom is followed by the atoms it is bonded to, with distances in Å.
Positions of all 8 atoms, in Å:
1 O -0.8470 0.8722 -1.2796  C4 1.343
2 N 0.3808 -1.0493 -0.5754  C4 1.378, H5 1.017, H7 1.064
3 N -0.1314 0.6743 0.9003  C4 1.337, H6 1.000, H8 1.007
4 C -0.1405 0.2064 -0.3523  O1 1.343, N2 1.378, N3 1.337
5 H 0.5149 -1.3550 -1.5357  N2 1.017
6 H -0.5295 0.0344 1.5571  N3 1.000
7 H 1.1292 -1.0124 0.1800  N2 1.064
8 H -0.3764 1.6293 1.1055  N3 1.007

---

Which one sits at the top of the stability order? version iii does.